(1)
Computed, not measured: a molecular structure, C18H22BrDyN3O7, with the ωB97M-V functional and the def2-TZVPD basis.

```
52
Properties=species:S:1:pos:R:3:lowdin_charge:R:1
Dy -0.86007 -0.62071 0.46993 1.801
C -2.36560 0.43322 3.24233 -0.004
O -2.51176 -0.24759 1.94858 -0.369
C -3.77030 -0.93568 1.79851 -0.165
C -4.02956 -1.28125 0.37146 -0.167
O -2.85580 -1.94083 -0.10020 -0.259
C -2.96577 -2.35843 -1.48832 -0.122
C -1.64810 -3.01400 -1.83210 -0.179
O -0.51818 -2.35348 -1.29377 -0.304
C 0.73310 -2.92402 -1.67438 -0.028
H -3.30719 0.96046 3.47751 0.109
H -1.60497 1.19481 3.10782 0.093
H -2.19094 -0.29944 4.04423 0.113
H -4.65297 -0.32265 2.08432 0.152
H -3.74272 -1.80392 2.49816 0.159
H -4.16710 -0.30756 -0.26706 0.184
H -4.90868 -1.92939 0.29982 0.149
H -3.12226 -1.49179 -2.16309 0.144
H -3.84515 -3.09291 -1.66382 0.176
H -1.43602 -3.08802 -2.88299 0.134
H -1.62292 -4.05687 -1.53166 0.140
H 1.16222 -3.58241 -0.90926 0.114
H 1.40171 -2.14678 -2.02564 0.109
H 0.49794 -3.56822 -2.49140 0.083
O 0.28657 -1.47620 2.13683 -0.251
N 1.55123 -1.37698 2.25138 0.031
N 2.07511 -0.63208 1.32034 -0.162
O 1.26056 -0.06830 0.37971 -0.222
C 3.45106 -0.59446 1.19099 -0.197
C 4.23301 -1.38408 2.05551 0.005
C 5.52706 -1.71676 1.61661 -0.056
C 6.10035 -0.94497 0.59524 -0.069
C 5.35695 0.06114 -0.06042 -0.076
C 4.00872 0.20084 0.17308 -0.009
H 3.80037 -1.83869 2.93158 0.107
H 6.10797 -2.53778 1.97784 0.102
H 7.19708 -1.00887 0.34204 0.126
H 5.81180 0.75301 -0.77527 0.114
H 3.38918 0.88876 -0.38956 0.118
Br 0.85201 6.92086 -0.38534 0.719
C 0.08540 5.38703 -1.26462 -0.634
C -0.06694 5.39318 -2.67118 -0.117
N -0.84076 4.41705 -3.19145 0.079
C -1.28783 3.39428 -2.50653 -0.097
C -0.92139 3.16434 -1.18404 -0.094
C -0.38213 4.32000 -0.50717 -0.032
C -1.04925 1.80219 -0.60257 -0.563
O -1.11927 0.78340 -1.39596 -0.112
O -1.08945 1.65324 0.66765 -0.114
H 0.30237 6.11728 -3.30952 0.087
H -1.89409 2.70231 -3.03954 0.115
H -0.41459 4.39772 0.62545 0.140
```

Its total charge is +1. The relative energy (zero: lowest compared OMol25 entry of this formula, charge and spin) is 96.3 kJ/mol. Its expectation value of S² is 9.33. As for the spin multiplicity: 6. The HOMO-LUMO gap (spin up / spin down) comes out at 8.4 / 8.4 eV.

(2)
Computed, not measured: a single C18H22Cl2N4O3S molecule, with the ωB97M-V functional and the def2-TZVPD basis.

```
50
Properties=species:S:1:pos:R:3:lowdin_charge:R:1
O -4.35878 -2.06694 -0.40085 0.066
C -3.48372 -1.34861 -0.84028 -0.463
N -3.74331 -0.10520 -1.30222 0.078
H -2.98516 0.50873 -1.54798 0.101
C -5.08900 0.42597 -1.29548 -0.167
H -5.75815 -0.41255 -1.50773 0.122
C -5.50439 1.03537 0.04865 -0.150
H -6.57909 1.21933 0.02734 0.115
H -5.29997 0.30427 0.83194 0.113
C -4.79552 2.35504 0.37004 -0.141
N -3.38440 2.17414 0.57451 -0.096
C -2.38077 2.48924 -0.27613 -0.203
N -1.21302 2.11613 0.17555 0.062
C -1.45875 1.53167 1.37859 -0.161
C -2.79802 1.55411 1.64008 -0.058
H -3.36456 1.19521 2.47393 0.121
H -0.66226 1.13811 1.97512 0.044
H -2.54106 3.00419 -1.20379 0.129
H -5.23095 2.78673 1.27729 0.128
H -4.93285 3.06452 -0.45110 0.127
H -5.17519 1.16636 -2.09442 0.123
C -2.03915 -1.83258 -0.93648 -0.218
C -1.52808 -2.18398 0.46761 -0.117
C -0.15206 -2.83561 0.35862 -0.193
N 0.74067 -1.92876 -0.32601 -0.253
S 2.37665 -1.98832 -0.07038 0.650
O 2.64365 -2.74316 1.11402 -0.302
O 3.07235 -2.33232 -1.27590 -0.276
C 2.67838 -0.23536 0.22621 -0.269
C 3.37648 0.48803 -0.72026 -0.078
C 3.55114 1.85206 -0.54080 -0.662
C 3.02857 2.48842 0.57795 -0.084
C 2.33618 1.75782 1.52517 -0.083
C 2.15958 0.39112 1.34705 -0.628
Cl 1.31016 -0.53356 2.50648 0.803
H 1.92735 2.24167 2.39724 0.113
H 3.16432 3.55068 0.70466 0.111
Cl 4.41696 2.76149 -1.71550 0.697
H 3.77450 -0.03367 -1.57642 0.114
C 0.32573 -1.58703 -1.66454 -0.184
C -1.03798 -0.89655 -1.61247 -0.130
H -0.92453 0.02672 -1.03965 0.095
H -1.34843 -0.65919 -2.63200 0.125
H 0.27239 -2.48753 -2.29372 0.136
H 1.08222 -0.92204 -2.08222 0.118
H -0.23155 -3.78736 -0.18741 0.136
H 0.27757 -3.03600 1.33985 0.102
H -1.45230 -1.27207 1.06307 0.101
H -2.22704 -2.86533 0.95297 0.125
H -2.09131 -2.76590 -1.51227 0.158
```

As for the SMILES: O=C(NCCCn1ccnc1)C1CCN(S(=O)(=O)c2cc(Cl)ccc2Cl)CC1. The HOMO-LUMO gap comes out at 9.7 eV.

(3)
Computed, not measured: a single C18H22ClF2N3O4 molecule, with the ωB97M-V functional and the def2-TZVPD basis.

```
50
Properties=species:S:1:pos:R:3:lowdin_charge:R:1
C -2.45781 -0.35173 1.28704 -0.017
N -1.35289 -1.22317 1.67279 -0.069
C -0.18434 -0.54987 2.22582 -0.170
C 0.68937 0.07870 1.14747 -0.164
C 1.79504 0.95613 1.75006 -0.170
C 1.58256 2.44754 1.50199 -0.173
N 1.50844 2.78502 0.09050 0.077
C 0.33084 3.04118 -0.53004 -0.428
O -0.75644 2.99144 0.01188 0.085
C 0.46595 3.41719 -1.96603 -0.152
C 1.49835 3.91325 -2.68569 0.084
C 0.98201 4.10036 -4.01346 -0.211
N 1.56588 4.56539 -5.12522 0.117
C 0.79173 4.60417 -6.17847 -0.729
Cl 1.50525 5.19743 -7.65128 0.661
C -0.55579 4.20751 -6.22469 -0.082
C -1.15750 3.73014 -5.07897 0.041
C -0.34549 3.68819 -3.95993 -0.199
O -0.66786 3.27258 -2.71149 0.128
C -1.59519 -2.55259 1.61803 -0.395
O -2.69839 -2.97971 1.30342 0.057
C -0.49309 -3.56896 1.99868 -0.446
C -0.55428 -3.77411 3.51700 0.008
O 0.77915 -3.06108 1.60361 -0.007
C -0.79496 -4.86503 1.23608 -0.045
C -0.01906 -6.06089 1.70990 -0.366
F -0.22980 -7.11210 0.87283 0.059
F 1.34398 -5.80950 1.67996 0.029
H -2.93636 -0.73066 0.38772 0.094
H -3.21283 -0.30443 2.07524 0.099
H -2.07009 0.64773 1.09746 0.080
H -0.55349 0.22978 2.90248 0.135
H 0.40699 -1.24064 2.81591 0.104
H 1.11368 -0.73325 0.55731 0.110
H 0.06158 0.66783 0.47842 0.091
H 1.86463 0.79921 2.83086 0.113
H 2.76864 0.66920 1.34408 0.109
H 0.64225 2.77575 1.94388 0.124
H 2.38641 3.02871 1.95767 0.119
H 2.33912 2.71487 -0.47228 0.138
H 2.48767 4.15297 -2.33433 0.124
H -1.09850 4.28329 -7.15459 0.103
H -2.19083 3.41339 -5.05844 0.129
H -1.50812 -4.22055 3.80162 0.105
H 0.25816 -4.42222 3.84872 0.089
H -0.45452 -2.82295 4.03827 0.085
H 1.40108 -3.79812 1.61350 0.092
H -1.85532 -5.09385 1.32428 0.134
H -0.57523 -4.71252 0.17759 0.150
H -0.25059 -6.39101 2.72286 0.154
```

The relative energy (zero: lowest compared OMol25 entry of this formula, charge and spin) is 24.3 kJ/mol. As for the SMILES: CN(CCCCNC(=O)c1cc2nc(Cl)ccc2o1)C(=O)[C@](C)(O)CC(F)F. The HOMO-LUMO gap comes out at 9.1 eV.

Q: Which formula does entry 2 have?
A: C18H22Cl2N4O3S

Q: Number 3 is which compound?
A: C18H22ClF2N3O4